{
  "formula": "C30H58Cl14O8S3",
  "method": "wB97M-V/def2-TZVPD",
  "symbols": ["C", "C", "C", "S", "O", "O", "C", "H", "H", "H", "H", "H", "H", "H", "H", "C", "C", "C", "S", "O", "O", "C", "H", "H", "H", "H", "H", "H", "H", "H", "C", "C", "C", "S", "O", "O", "C", "H", "H", "H", "H", "H", "H", "H", "H", "O", "C", "O", "C", "C", "C", "H", "H", "H", "H", "H", "H", "Cl", "C", "C", "Cl", "H", "H", "H", "H", "Cl", "C", "C", "Cl", "H", "H", "H", "H", "Cl", "C", "C", "Cl", "H", "H", "H", "H", "Cl", "C", "C", "Cl", "H", "H", "H", "H", "Cl", "C", "C", "Cl", "H", "H", "H", "H", "Cl", "C", "C", "Cl", "H", "H", "H", "H", "Cl", "C", "C", "Cl", "H", "H", "H", "H"],
  "xyz": [[7.363280, 27.438100, -16.272690], [6.591760, 28.252880, -17.260630], [5.602420, 27.400350, -18.068150], [5.490050, 25.827050, -17.148130], [6.326740, 24.824040, -17.817540], [4.072900, 25.627620, -16.821760], [6.387410, 26.435750, -15.702600], [7.821730, 28.000650, -15.459390], [8.147610, 26.873240, -16.776530], [7.210580, 28.847560, -17.932580], [6.029110, 28.922710, -16.610350], [5.894170, 27.258670, -19.108780], [4.564080, 27.730200, -18.034220], [6.841420, 25.564600, -15.230300], [5.724420, 26.992680, -15.040510], [0.541660, 29.063070, -10.411750], [-0.492890, 29.701360, -9.469650], [0.032870, 31.102690, -9.092920], [1.658950, 31.235510, -9.812770], [2.554010, 30.519790, -8.873210], [1.950520, 32.558680, -10.315410], [1.329950, 30.056830, -11.110180], [0.033910, 28.391880, -11.104430], [1.221120, 28.386480, -9.893440], [-0.717570, 29.149730, -8.556790], [-1.385380, 29.821430, -10.083780], [0.067860, 31.281330, -8.018230], [-0.636140, 31.819830, -9.568550], [2.259520, 29.694800, -11.549450], [0.633250, 30.537840, -11.796720], [11.989060, 31.346790, -18.402130], [12.728730, 30.096400, -18.149630], [13.047800, 29.969070, -16.660830], [13.372610, 31.716320, -16.145710], [14.751380, 31.957430, -15.955960], [12.450050, 32.281360, -15.122560], [12.865270, 32.463380, -17.827480], [11.016110, 31.171690, -17.942990], [11.882920, 31.613830, -19.453570], [13.632060, 30.069680, -18.759040], [12.173680, 29.204580, -18.440610], [13.986760, 29.438410, -16.503180], [12.188520, 29.551630, -16.135960], [13.770780, 32.509810, -18.432450], [12.413310, 33.443130, -17.672790], [7.126230, 31.965300, -12.416450], [7.456290, 33.138330, -12.214440], [7.367500, 34.129660, -13.071920], [8.019810, 35.306460, -12.547280], [7.999530, 35.096120, -10.992540], [8.021850, 33.603040, -10.852370], [7.328110, 36.126530, -12.739940], [8.966810, 35.501500, -13.050520], [7.092330, 35.463850, -10.513080], [8.808170, 35.564210, -10.431210], [7.339670, 33.178920, -10.115590], [9.077170, 33.365380, -10.718520], [-2.066000, 26.893720, -14.913890], [-1.238940, 25.266870, -14.510440], [-2.134530, 24.384730, -13.527940], [-1.213510, 23.154880, -12.640940], [-0.285750, 25.606650, -14.105370], [-1.089290, 24.818380, -15.492560], [-2.896880, 23.929620, -14.160240], [-2.719220, 25.012790, -12.855790], [7.963930, 26.090910, -7.323320], [6.945090, 27.235470, -8.362590], [7.275020, 26.861020, -9.804840], [9.008810, 27.157210, -10.109690], [7.189140, 28.293590, -8.268050], [5.873350, 27.217390, -8.164700], [6.692350, 27.485950, -10.481640], [7.133250, 25.782920, -9.880410], [2.532160, 27.789430, -23.176040], [0.807340, 27.387200, -23.200180], [0.351220, 27.156750, -21.784680], [0.241030, 28.749860, -20.988600], [0.695080, 26.496960, -23.819030], [0.212670, 28.206850, -23.603480], [1.061350, 26.587270, -21.185090], [-0.613230, 26.648890, -21.782740], [8.649820, 24.084060, -22.805190], [6.961760, 24.230030, -23.245800], [6.721850, 24.339350, -24.767710], [7.220160, 25.870940, -25.475860], [6.571940, 25.140660, -22.790960], [6.444380, 23.464990, -22.666900], [5.658770, 24.222740, -24.978350], [7.137060, 23.473020, -25.282670], [2.304780, 32.633290, -17.135180], [3.487950, 33.567780, -18.177730], [2.867260, 34.170990, -19.404280], [1.801320, 35.585820, -18.895950], [4.158140, 32.876830, -18.689140], [4.087560, 34.219540, -17.542290], [2.201840, 33.555820, -20.009990], [3.596970, 34.650810, -20.056510], [12.310200, 23.479590, -15.699300], [11.917420, 22.065960, -16.745620], [10.421120, 22.079290, -16.893280], [9.498410, 21.762460, -15.477270], [12.139250, 21.124290, -16.243490], [12.452000, 22.237100, -17.679980], [10.224820, 21.243400, -17.564740], [10.036500, 23.034150, -17.251640], [0.724680, 20.709080, -17.089490], [1.810780, 19.957460, -15.977970], [3.071120, 19.442550, -16.806570], [2.685880, 18.237920, -18.103850], [1.317450, 19.150320, -15.436460], [2.032700, 20.736620, -15.248740], [3.873150, 19.131390, -16.137220], [3.476410, 20.249820, -17.416610]],
  "forces_ev_per_angstrom": [[1.2082, -1.5216, -0.1464], [-0.8457, 1.2233, -0.0936], [-0.1360, -0.4898, 0.4137], [-0.3689, 0.2568, -0.5161], [-1.1077, 0.7185, 0.8598], [1.5779, -0.4353, -0.3641], [-0.1360, -0.1740, 0.0202], [-0.0515, 0.2272, -0.2160], [0.2715, 0.0359, -0.0035], [0.0501, 0.0127, 0.1850], [-0.2588, 0.4546, -0.4200], [0.0793, -0.3351, 0.1893], [0.1993, 0.3751, -0.0682], [-0.0757, 0.1494, 0.1387], [-0.3992, -0.4986, 0.0342], [-0.5304, -3.3842, 1.2181], [0.4331, 0.5517, -0.2637], [-0.9663, 0.1423, -0.2128], [1.3066, -0.8466, 1.1771], [-0.9006, 1.3640, -1.2498], [0.0008, -0.5592, 0.3987], [-0.0115, 1.6577, -0.7213], [-0.1179, 0.1225, -0.1962], [-0.0301, 0.0876, 0.4401], [0.0588, -0.3123, -0.3838], [-0.2600, 0.0272, 0.4236], [0.2607, 0.0584, -0.1749], [0.3595, 0.4006, 0.1635], [-0.1706, 0.2610, -0.0859], [0.5891, 0.4230, -0.5462], [-0.4185, 1.3610, -0.2838], [0.9785, -1.7249, -0.4727], [0.2256, 0.8623, -0.0762], [-3.5288, 2.4277, -0.1168], [2.0585, -0.3379, 0.2588], [1.2112, -1.7617, -1.7884], [-0.1816, -1.2770, 1.5727], [-0.2440, 0.9201, 0.0645], [-0.3636, -0.5587, -0.1330], [0.2820, 0.0200, 0.1674], [-0.1550, 0.0327, -0.1034], [-0.2687, -0.0819, 0.3228], [0.2815, 0.1354, 0.3105], [0.0644, 0.2015, 0.1701], [0.0525, -0.2125, 0.1189], [0.3909, 2.7314, -0.2558], [0.2386, -3.8381, 1.5249], [0.3840, 0.5061, -0.7148], [-1.4684, 0.7559, 1.2542], [0.0482, 0.5040, 0.1296], [-0.1679, 0.0523, -1.0679], [0.2630, 0.0853, -0.4197], [0.0774, -0.3768, 0.2710], [-0.2043, 0.3667, -0.5650], [0.1690, 0.1123, -0.4067], [0.5167, 0.0399, 0.2401], [-0.2638, -1.0025, -0.0239], [0.1950, -1.1586, 0.3940], [-0.7545, 0.5589, 0.5851], [0.0470, 1.4030, -1.6602], [-0.0742, 0.2586, -0.2342], [-0.1649, -0.4459, 0.1931], [-0.0272, -0.2129, 0.3395], [0.2313, -0.4603, 0.1019], [0.5769, 0.0493, 0.2795], [-1.2097, 1.1755, -0.1822], [0.7455, 0.0631, -0.6514], [-0.0507, -0.1913, 0.9434], [-0.0588, 0.1393, -0.3368], [0.6465, -0.1979, 0.7240], [0.1114, -0.8276, 0.2446], [0.0288, -0.3405, -0.1375], [-0.2241, 0.2088, -0.6144], [0.3042, 0.2481, -0.3516], [-0.1374, -0.3316, 0.1467], [0.0364, -0.0979, 0.1889], [-0.3094, -0.0033, 0.2873], [-0.0426, 0.0407, 0.0880], [0.3269, -0.0278, -0.2467], [-0.0699, -0.1000, -0.2612], [-0.0837, 0.2674, 0.1643], [0.7556, 0.0037, -0.0066], [-0.8566, 1.0995, -0.0943], [-0.7779, -1.5509, 0.8043], [0.2925, 0.0094, 0.0570], [0.2611, 0.2372, -0.0578], [-0.1534, -0.4756, -0.8833], [-0.1439, 0.3198, 0.3079], [0.6181, 0.3666, -0.1040], [0.8168, 0.6415, -0.7451], [-0.0682, -1.2454, -0.7645], [-1.2685, 2.0805, 0.5568], [0.1681, -0.3159, -0.2533], [0.2658, -0.6607, 0.7947], [-0.4521, 0.1596, -0.1810], [0.3119, -0.3753, 0.4126], [0.2245, -0.3009, 0.1826], [0.5446, -0.2194, 0.1056], [-0.6143, 0.7554, 1.0680], [0.1871, -0.0737, -1.9081], [-0.4496, -0.4040, 1.5274], [0.6994, 0.2425, -0.0273], [-0.2223, -0.3462, 0.0690], [-0.4241, 0.2958, -0.3773], [0.2448, -0.2276, -0.4649], [-1.2321, 0.5099, -0.7977], [1.6174, -0.9852, -0.4465], [-0.6914, 1.0911, 0.3659], [0.0103, 0.0501, 0.9691], [0.0080, -0.0922, -0.2806], [0.6762, -0.2224, -0.0751], [-0.2275, -0.5760, -0.1399], [-0.1679, 0.2554, 0.4054]],
  "mulliken_charge": [-0.63, -0.63, -0.56, 1.09, -0.62, -0.66, -0.71, 0.39, 0.29, 0.34, 0.27, 0.32, 0.34, 0.42, 0.34, -0.64, -0.55, -0.58, 1.05, -0.65, -0.65, -0.63, 0.39, 0.29, 0.27, 0.27, 0.40, 0.32, 0.41, 0.30, -0.50, -0.68, -0.59, 1.03, -0.63, -0.61, -0.75, 0.29, 0.32, 0.33, 0.32, 0.35, 0.38, 0.35, 0.39, -0.65, 0.58, -0.35, -0.38, -0.53, -0.34, 0.26, 0.28, 0.26, 0.36, 0.28, 0.25, -0.23, -0.44, -0.40, -0.19, 0.31, 0.32, 0.31, 0.31, -0.19, -0.42, -0.48, -0.19, 0.31, 0.33, 0.30, 0.33, -0.17, -0.42, -0.42, -0.18, 0.29, 0.32, 0.29, 0.29, -0.19, -0.44, -0.38, -0.17, 0.25, 0.33, 0.28, 0.32, -0.18, -0.34, -0.46, -0.21, 0.24, 0.36, 0.31, 0.29, -0.20, -0.38, -0.46, -0.17, 0.31, 0.29, 0.29, 0.32, -0.18, -0.37, -0.45, -0.18, 0.30, 0.28, 0.34, 0.27],
  "homo_energy_ev": -9.9205,
  "max_force_ha_per_bohr": 0.0833,
  "spin_multiplicity": 1,
  "lumo_energy_ev": 0.00
}